A.
Density functional theory data (wB97M-V/def2-TZVPD) for the molecule C4H7NO.

Structure (XYZ):
```
13
C4H7NO wB97M-V/def2-TZVPD
O -0.7524 1.0819 -2.0603
N -0.8491 -1.2467 -0.5075
C -0.0944 0.8020 -1.0915
C 0.2529 -1.2421 0.1261
C -0.2890 1.1105 0.3878
C 0.4026 -0.0808 1.0964
H -0.8903 -1.8490 -1.3235
H -0.1064 -0.3677 2.0209
H 1.0813 -1.9377 -0.0518
H 1.4458 0.1374 1.3538
H 0.2199 2.0676 0.5595
H 0.9161 0.3088 -1.1839
H -1.3370 1.2159 0.6738
```

**E_HOMO**: -9.4 eV
**HOMO-LUMO gap**: 10.361 eV
**Lowest unoccupied orbital energy**: 0.98 eV
**Structure (SMILES)**: [H]/N=C/CCC=O

Here are the Mulliken charges for atoms 1 to 5, given in e:
1. O -0.529
2. N -0.529
3. C 0.039
4. C -0.132
5. C -0.380

B.
Density functional theory data (wB97M-V/def2-TZVPD) for C4H7NO as an isolated structure.

Structure (XYZ):
```
13
C4H7NO wB97M-V/def2-TZVPD
O 0.4580 -1.5570 0.8661
N 2.0688 0.9549 -0.4180
C -0.5105 0.3622 -0.3766
C -1.7505 -1.2587 -0.1908
C -0.2235 -0.8285 0.1910
C 1.5593 1.7499 0.4366
H -0.4370 0.4539 -1.4601
H -2.2216 -1.3691 0.7861
H 1.4570 1.5321 1.5066
H -2.3764 -0.6281 -0.8235
H -1.5792 -2.2271 -0.6708
H 2.3410 0.0818 0.0436
H 1.2146 2.7340 0.1097
```

**E_HOMO**: -9.6 eV
**HOMO-LUMO gap**: 10.096 eV
**Lowest unoccupied orbital energy**: 0.49 eV

Here are the Mulliken charges for atoms 1 to 5, given in e:
1. O -0.591
2. N -0.575
3. C -0.618
4. C -0.879
5. C 0.866

C.
Density functional theory data (wB97M-V/def2-TZVPD) for a 2-piece molecular cluster, C4H7NO overall.

Structure (XYZ):
```
13
C4H7NO wB97M-V/def2-TZVPD
O 1.0343 -0.4720 0.3978
N 0.2169 2.1290 1.3678
C 0.3157 1.1654 1.9969
C 0.1706 -0.8275 -0.6709
C 1.0836 0.3062 -0.8029
C -1.3083 -0.6260 -0.4599
H 0.3920 0.3045 2.6263
H -1.7088 -1.3940 0.2110
H 2.0317 0.2204 -1.3252
H -1.5267 0.3580 -0.0324
H 0.6683 1.3159 -0.7554
H 0.4573 -1.7695 -1.1329
H -1.8268 -0.7103 -1.4202
```

**E_HOMO**: -10.3 eV
**HOMO-LUMO gap**: 11.419 eV
**Lowest unoccupied orbital energy**: 1.08 eV
**Structure (SMILES)**: C[C@H]1CO1.C#N

Here are the Mulliken charges for atoms 1 to 5, given in e:
1. O -0.444
2. N -0.471
3. C 0.195
4. C 0.282
5. C -0.433

Most stable structure: A

A.
Density functional theory data (wB97M-V/def2-TZVPD) for the molecule C4H7NO.

Structure (XYZ):
```
13
C4H7NO wB97M-V/def2-TZVPD
O 1.0166 -0.8934 -0.8836
N -0.8455 -1.3658 0.4667
C 0.1821 -1.7006 -0.1860
C 1.1766 0.4253 -0.3441
C -1.2543 0.0273 0.3662
C -0.1182 1.0568 0.1959
H 0.4764 -2.7472 -0.2650
H -1.9338 0.0896 -0.4933
H 1.6097 1.0092 -1.1586
H -1.8569 0.2731 1.2464
H 1.9244 0.3561 0.4584
H -0.4640 1.8697 -0.4540
H 0.1109 1.5039 1.1680
```

**E_HOMO**: -9.7 eV
**HOMO-LUMO gap**: 10.699 eV
**Lowest unoccupied orbital energy**: 0.97 eV
**Structure (SMILES)**: C1=NCCCO1

Here are the Mulliken charges for atoms 1 to 5, given in e:
1. O -0.396
2. N -0.511
3. C 0.078
4. C -0.343
5. C -0.395

B.
Density functional theory data (wB97M-V/def2-TZVPD) for the molecule C4H7NO.

Structure (XYZ):
```
13
C4H7NO wB97M-V/def2-TZVPD
O -0.6054 -1.3650 0.1876
N 0.0799 1.5467 -1.6999
C -1.1103 -0.4790 -0.8104
C 0.4228 0.9924 0.8595
C -0.2460 0.8091 -0.8207
C 0.6742 -1.1714 0.3610
H 1.0908 -1.6071 1.2717
H 1.5074 1.0815 0.9072
H -0.0064 0.4752 1.7171
H -2.1713 -0.3421 -0.5972
H 0.0079 2.0091 0.9010
H -0.9703 -0.9431 -1.7821
H 1.3266 -1.0061 -0.4949
```

**E_HOMO (spin up / spin down)**: -7.3 / -8.3 eV
**HOMO-LUMO gap (spin up / spin down)**: 6.530 / 8.491 eV
**Lowest unoccupied orbital energy (spin up / spin down)**: -0.77 / 0.14 eV

Here are the Mulliken charges for atoms 1 to 5, given in e:
1. O -0.306
2. N -0.653
3. C -0.328
4. C -0.959
5. C 0.419

Most stable structure: A

A.
Density functional theory data (wB97M-V/def2-TZVPD) for the molecule C4H7NO.

Structure (XYZ):
```
13
C4H7NO wB97M-V/def2-TZVPD
O 0.9911 -0.6363 -0.2401
N 0.0936 1.9330 -0.9811
C -0.3377 -0.5142 -0.6990
C -0.4039 0.8967 -1.1632
C 1.5447 0.4587 0.4794
C -1.4282 -0.7444 0.3493
H 1.0639 0.5373 1.4679
H -0.4468 -1.2359 -1.5169
H 1.4527 1.4925 -0.0793
H -2.4085 -0.6246 -0.1244
H -1.3517 -0.0112 1.1573
H 2.5950 0.2005 0.5807
H -1.3644 -1.7521 0.7693
```

**E_HOMO**: -10.4 eV
**HOMO-LUMO gap**: 11.286 eV
**Lowest unoccupied orbital energy**: 0.86 eV
**Structure (SMILES)**: CO[C@@H](C)C#N

Here are the Mulliken charges for atoms 1 to 5, given in e:
1. O -0.375
2. N -0.545
3. C 0.341
4. C 0.296
5. C -0.653

B.
Density functional theory data (wB97M-V/def2-TZVPD) for a 2-piece molecular cluster, C4H7NO overall.

Structure (XYZ):
```
13
C4H7NO wB97M-V/def2-TZVPD
O 1.4141 -0.6983 -0.0329
N -1.4304 -0.6881 1.8489
C -1.6643 -0.4535 0.7355
C -1.0500 0.3350 -1.4668
C 1.9407 0.3415 0.7687
C -1.9655 -0.1727 -0.6419
H -2.9710 -0.4152 -0.9708
H -0.0341 0.5212 -1.1346
H 1.1471 0.9445 1.2325
H 0.7689 -1.1765 0.5055
H 2.5285 0.9839 0.1081
H -1.2859 0.5205 -2.5094
H 2.6019 -0.0422 1.5571
```

**E_HOMO**: -10.4 eV
**HOMO-LUMO gap**: 10.861 eV
**Lowest unoccupied orbital energy**: 0.42 eV
**Structure (SMILES)**: C=CC#N.CO

Here are the Mulliken charges for atoms 1 to 5, given in e:
1. O -0.527
2. N -0.394
3. C 0.284
4. C -0.516
5. C -0.607

Most stable structure: B